Molecular formula: CH3BrNO2
Method: DFT, wB97M-V/def2-TZVPD

Its electronic energy is -76709.6262 eV. The value obtained for the strongest force on any atom is 0.097 Eh/bohr. The value obtained for the HOMO-LUMO gap (alpha / beta) is 7.06 / 7.92 eV.

ORCA input file:
```
! RIJCOSX wB97M-V def2-TZVPD def2/J DEFGRID3
* xyz -1 1
C -1.342 0.415 -0.037
N 1.843 -0.835 -0.490
O 0.842 -0.944 0.261
O -1.050 1.575 -0.150
Br 3.366 0.229 0.446
H -1.672 -0.131 -0.946
H -1.856 -0.035 0.854
H -0.133 -0.276 0.063
*
```